[1]
{
  "formula": "C36H58CeN3P2S3",
  "method": "ωB97M-V/def2-TZVPD",
  "lumo_energy_ha": [-0.180, -0.177],
  "spin_multiplicity": 2,
  "homo_ha": [-0.437, -0.437],
  "homo_lumo_gap_ha": [0.257, 0.260],
  "total_charge": 2,
  "s2": 0.751,
  "relative_energy_ev": 0.164,
  "species": ["Ce", "C", "C", "C", "P", "C", "C", "C", "C", "C", "C", "C", "C", "C", "C", "N", "C", "C", "C", "C", "C", "C", "C", "P", "C", "C", "C", "C", "C", "C", "H", "H", "H", "H", "H", "H", "H", "H", "H", "H", "H", "H", "H", "H", "H", "H", "H", "H", "H", "H", "H", "H", "H", "H", "H", "H", "H", "H", "H", "H", "H", "H", "H", "H", "H", "H", "H", "H", "H", "H", "C", "C", "S", "C", "C", "S", "C", "C", "S", "H", "H", "H", "H", "H", "H", "H", "H", "H", "H", "H", "H", "C", "N", "C", "C", "N", "C", "H", "H", "H", "H", "H", "H"],
  "positions_angstrom": [[0.1656, -1.0310, -0.4240], [-4.5269, 0.4914, -1.8085], [-3.4009, 0.7361, -2.7506], [-3.9135, 1.6751, -3.8130], [-1.7227, 0.9591, -1.9444], [-0.5661, 1.8131, -3.1695], [0.9338, 1.7009, -2.8885], [-0.9165, 3.2311, -3.4264], [-1.9614, 2.1614, -0.6092], [-3.0719, 3.0272, -0.6467], [-3.2335, 3.9652, 0.3488], [-4.5233, 4.7390, 0.4939], [-2.3659, 3.9191, 1.4158], [-1.3096, 3.0657, 1.4609], [-1.0354, 2.1434, 0.4420], [-0.0808, 1.1119, 0.5159], [1.1361, 1.5047, 1.1932], [1.7346, 2.8093, 0.9179], [2.9664, 3.1455, 1.4578], [3.6195, 2.2602, 2.2901], [4.9206, 2.6622, 3.0095], [3.1011, 0.9662, 2.4765], [1.8007, 0.5884, 2.0000], [0.9173, -0.9887, 2.3816], [2.1616, -2.1752, 3.1104], [3.3609, -2.6479, 2.1630], [1.4737, -3.4549, 3.7407], [-0.2021, -0.6837, 3.7804], [0.5279, -0.2030, 5.0514], [-1.4072, 0.1693, 3.4470], [-5.3948, 0.2996, -2.3282], [-4.6217, 1.3289, -1.0980], [-4.3791, -0.3441, -1.1203], [-3.2148, -0.2182, -3.3249], [-4.2188, 2.6366, -3.3056], [-4.7807, 1.3183, -4.3704], [-3.1633, 1.9337, -4.5141], [-0.7333, 1.2327, -4.1229], [1.1467, 2.1763, -1.9150], [1.4870, 2.2267, -3.6349], [1.3770, 0.6654, -2.9627], [-0.8789, 3.8473, -2.4818], [-1.8871, 3.5328, -3.8115], [-0.2625, 3.7134, -4.1587], [-3.8068, 3.0453, -1.4807], [-5.3954, 4.1681, 0.2975], [-4.4487, 5.6357, -0.1606], [-4.6907, 5.1988, 1.4981], [-2.5183, 4.6482, 2.2430], [-0.5739, 3.1419, 2.2666], [1.2407, 3.5347, 0.2182], [3.4949, 4.0659, 1.2807], [5.7174, 2.9995, 2.3223], [5.3985, 1.7815, 3.4885], [4.7358, 3.4267, 3.7415], [3.7074, 0.2776, 3.0010], [2.6098, -1.6630, 3.9473], [3.0823, -3.4778, 1.4775], [4.1875, -2.8837, 2.7684], [3.9172, -1.8824, 1.6358], [0.7505, -3.9456, 3.0942], [1.0034, -3.3544, 4.7153], [2.2476, -4.1931, 3.8801], [-0.6002, -1.6830, 4.0665], [1.2412, 0.6047, 4.9079], [1.0585, -1.0452, 5.5370], [-0.2573, 0.1752, 5.8041], [-1.2033, 0.9017, 2.6906], [-1.8748, 0.6290, 4.3050], [-2.1296, -0.4636, 2.8999], [-2.9385, -3.2090, -2.1381], [-1.9136, -2.8432, -3.1897], [-0.1438, -2.7838, -2.8589], [0.3144, -4.5068, -2.3956], [-0.2722, -5.1432, -1.1123], [0.0302, -4.2096, 0.3540], [-1.5428, -4.2213, 1.3210], [-2.7822, -3.9432, 0.5567], [-2.7189, -2.5145, -0.5088], [-3.0684, -4.2429, -1.8889], [-3.8860, -2.8183, -2.4228], [-1.9178, -1.7499, -3.2938], [-2.1032, -3.3752, -4.1041], [1.3887, -4.4238, -2.1896], [0.3017, -5.1720, -3.2382], [0.2763, -6.0322, -0.9650], [-1.3276, -5.3514, -1.3241], [-1.4905, -3.4581, 2.1359], [-1.7134, -5.1645, 1.8335], [-3.5396, -3.7646, 1.2671], [-3.1025, -4.7830, -0.0343], [5.0385, 1.6338, -1.9062], [4.3118, 0.3444, -1.8634], [4.4679, -0.7771, -2.6275], [3.4492, -1.6361, -2.2799], [2.6278, -1.0230, -1.3372], [3.2335, 0.1558, -1.0830], [6.1001, 1.4684, -2.0996], [4.8508, 2.2206, -1.0442], [4.6625, 2.2164, -2.7277], [5.3395, -0.8910, -3.2532], [3.2268, -2.6156, -2.7343], [2.8898, 0.9608, -0.3598]],
  "mulliken_charge": [-0.4222, -1.6042, 1.1565, -1.6120, 0.6736, 0.5661, -1.3091, -1.6031, 0.2657, -0.1717, 0.0933, -1.6384, -1.1694, -0.1063, -1.2657, 1.0844, -0.5786, 0.2972, -1.0600, 0.4187, -1.5607, -0.6249, -0.0554, 1.6896, 0.0973, -1.4641, -1.2632, 0.4715, -1.4431, -1.2345, 0.6869, 0.3643, 0.0941, -0.0749, 0.2844, 0.4483, 0.4688, 0.5638, 0.0038, 0.7569, 0.1279, 0.2121, 0.3091, 0.5040, 0.2492, 0.3677, 0.3304, 0.3616, 0.3220, 0.4079, 0.2723, 0.5220, 0.3624, 0.3629, 0.3297, 0.3861, 0.6479, 0.2718, 0.6077, 0.1788, 0.1515, 0.3275, 0.3138, 0.2743, 0.2660, 0.3282, 0.4099, 0.3537, 0.4401, 0.2250, -1.1473, -0.2750, 0.0954, -0.7092, -1.1081, 0.2071, -0.1435, -1.6590, 0.4205, 0.6951, 0.7053, -0.3513, 0.6694, 0.2926, 0.6146, 0.6992, 0.3858, -0.0025, 0.6915, 0.5631, 0.5705, -0.7962, 0.2099, -0.7715, -0.5182, 0.8391, -0.3304, 0.3286, 0.2830, 0.3446, 0.4644, 0.3093, -0.0241]
}

***

[2]
{
  "formula": "C36H58Cl2F6N2O38PS8",
  "method": "ωB97M-V/def2-TZVPD",
  "lumo_energy_ha": -0.206,
  "spin_multiplicity": 1,
  "homo_ha": -0.443,
  "homo_lumo_gap_ha": 0.237,
  "total_charge": 1,
  "species": ["C", "C", "C", "C", "C", "Cl", "C", "Cl", "N", "C", "O", "C", "F", "F", "C", "F", "F", "C", "F", "F", "C", "O", "O", "C", "P", "N", "O", "C", "C", "C", "C", "C", "C", "O", "C", "C", "O", "H", "H", "H", "H", "H", "H", "H", "H", "H", "H", "H", "H", "H", "H", "H", "H", "H", "H", "H", "H", "H", "H", "H", "H", "H", "H", "C", "C", "O", "S", "O", "O", "O", "H", "H", "H", "H", "C", "C", "O", "S", "O", "O", "O", "H", "H", "H", "H", "C", "C", "O", "S", "O", "O", "O", "H", "H", "H", "H", "C", "C", "O", "S", "O", "O", "O", "H", "H", "H", "H", "C", "C", "O", "S", "O", "O", "O", "H", "H", "H", "H", "C", "C", "O", "S", "O", "O", "O", "H", "H", "H", "H", "C", "C", "O", "S", "O", "O", "O", "H", "H", "H", "H", "C", "C", "O", "S", "O", "O", "O", "H", "H", "H", "H"],
  "positions_angstrom": [[-2.6242, 5.8328, 2.4592], [-2.8209, 5.0769, 1.3871], [-3.3227, 3.9747, 0.2941], [-2.0436, 2.9518, 0.1015], [-2.0812, 1.8202, 1.2487], [-1.2568, 2.4133, 2.8178], [-1.4118, 0.4015, 0.9043], [-2.6402, -0.8983, 1.4645], [-1.1574, 0.1130, -0.5470], [-0.2604, -1.1082, -0.6389], [-0.7411, -2.1784, -1.1589], [1.2728, -1.1839, -0.1430], [2.0101, 0.0651, -0.3274], [1.9324, -2.1221, -1.0484], [1.4706, -1.8144, 1.3447], [2.2124, -3.0666, 1.2140], [0.2437, -2.1554, 2.0087], [2.3262, -0.8985, 2.3585], [3.7262, -0.7613, 1.9702], [1.8283, 0.4475, 2.5217], [2.3698, -1.5361, 3.8757], [2.4456, -2.7748, 4.1252], [2.2742, -0.6246, 4.9782], [-0.6905, 1.2833, -1.3686], [0.0350, 0.8301, -3.0769], [1.7506, 1.3813, -3.0298], [-0.6572, 1.7522, -4.3513], [-1.8450, 2.4363, -1.4129], [-3.1683, 2.0446, -2.2274], [-4.3287, 1.2729, -1.4178], [-5.6819, 2.2079, -1.3181], [-6.5653, 1.8395, -0.0074], [-6.9678, 0.2570, -0.1689], [-8.1681, -0.1136, 0.5684], [-7.9900, 0.2601, 1.9464], [-6.6580, 0.0395, 2.8238], [-9.0122, 0.7879, 2.5276], [-2.3979, 6.4582, 3.4027], [-3.5022, 4.4775, -0.7232], [-4.2122, 3.3739, 0.7027], [-1.1143, 3.6234, 0.3359], [-3.1971, 1.6672, 1.5502], [-0.4864, 0.2368, 1.5654], [-2.0760, -0.2084, -0.9545], [2.8033, 0.1976, 4.8239], [0.1902, 1.7702, -0.7676], [1.9136, 1.8890, -2.1243], [1.8238, 2.1520, -3.7391], [-0.3344, 2.6879, -4.3675], [-1.3489, 3.3238, -1.9922], [-3.6378, 3.0427, -2.6141], [-2.9496, 1.4352, -3.2006], [-4.0234, 0.8164, -0.4068], [-4.6573, 0.3697, -2.0853], [-5.4115, 3.3233, -1.4070], [-6.3193, 1.9444, -2.2600], [-5.9934, 2.0622, 0.9683], [-7.5045, 2.5294, 0.0068], [-7.1309, 0.1076, -1.3129], [-6.0244, -0.3533, 0.1506], [-7.0143, -0.2901, 3.8848], [-5.9675, -0.7978, 2.4404], [-6.0340, 1.0038, 2.9855], [-0.1337, -5.5647, -3.8373], [0.7533, -4.3493, -4.0658], [0.7720, -4.1635, -5.4808], [-0.6553, -4.6385, -6.0954], [-1.4801, -3.4744, -6.2672], [-0.4063, -5.5778, -7.1479], [-1.1889, -5.4479, -4.7920], [0.4085, -6.4928, -4.0404], [-0.5380, -5.5957, -2.8239], [1.7644, -4.4942, -3.6826], [0.3178, -3.4524, -3.6130], [5.9489, -3.8909, -1.6370], [5.3237, -4.9586, -0.7498], [4.3303, -5.5825, -1.5638], [4.8257, -5.5631, -3.1118], [5.4203, -6.8336, -3.4088], [3.7868, -4.9808, -3.9133], [6.0184, -4.4736, -2.9387], [5.3121, -3.0030, -1.6948], [6.9441, -3.6015, -1.2954], [4.8755, -4.5399, 0.1522], [6.0586, -5.7198, -0.4708], [-8.8968, 1.9329, 6.9040], [-7.9033, 0.7837, 6.9995], [-6.7367, 1.2443, 6.3174], [-6.6098, 2.8535, 6.5132], [-5.6970, 3.1037, 7.5918], [-6.4735, 3.4578, 5.2191], [-8.1177, 3.1206, 7.0532], [-9.3751, 1.9604, 5.9205], [-9.6637, 1.8805, 7.6786], [-8.2809, -0.1319, 6.5423], [-7.6294, 0.5840, 8.0400], [3.1105, 3.8473, 3.6755], [4.3262, 4.4348, 2.9746], [3.9241, 4.6100, 1.6158], [2.3363, 4.9511, 1.5754], [2.1849, 6.3734, 1.4760], [1.6975, 4.0327, 0.6725], [1.9847, 4.5089, 3.0984], [3.0171, 2.7758, 3.4723], [3.1376, 4.0107, 4.7543], [5.1980, 3.7820, 3.0366], [4.5788, 5.4180, 3.3819], [-3.9538, -1.1543, -6.5461], [-2.9553, -0.2455, -7.2479], [-3.6911, 0.9353, -7.5710], [-4.8198, 1.1839, -6.4295], [-4.3028, 2.1374, -5.4873], [-6.0911, 1.3347, -7.0728], [-4.7560, -0.2870, -5.7431], [-4.6079, -1.6531, -7.2670], [-3.4625, -1.9037, -5.9236], [-2.5406, -0.7001, -8.1483], [-2.1396, 0.0383, -6.5755], [7.2691, 8.3732, 5.7547], [7.2651, 7.4476, 4.5464], [7.0492, 6.1413, 5.0808], [6.1126, 6.2589, 6.4044], [4.7536, 5.9852, 6.0190], [6.7675, 5.5824, 7.4844], [6.2625, 7.8600, 6.6282], [8.2280, 8.3334, 6.2795], [7.0473, 9.4067, 5.4832], [8.2021, 7.4862, 3.9895], [6.4330, 7.6797, 3.8744], [7.5133, -3.7354, -6.3254], [8.5108, -4.8799, -6.2146], [9.6806, -4.4189, -6.8892], [9.7995, -2.8085, -6.7029], [10.7017, -2.5465, -5.6176], [9.9450, -2.2120, -7.9980], [8.2846, -2.5437, -6.1770], [7.0434, -3.7161, -7.3131], [6.7398, -3.7865, -5.5570], [8.1409, -5.7999, -6.6692], [8.7764, -5.0720, -5.1704], [0.8628, -5.0342, 3.3984], [0.8755, -5.9526, 2.1839], [0.6656, -7.2625, 2.7065], [-0.2830, -7.1618, 4.0237], [-1.6335, -7.4418, 3.6273], [0.3687, -7.8410, 5.1041], [-0.1464, -5.5596, 4.2602], [1.8172, -5.0705, 3.9299], [0.6360, -4.0027, 3.1325], [1.8167, -5.9032, 1.6346], [0.0468, -5.7225, 1.5064]],
  "mulliken_charge": [-0.5745, -0.5546, 0.4763, -0.6175, 0.3844, -0.0858, 0.7804, -0.0630, 0.4764, -0.7439, -0.5588, 1.0166, -0.1872, -0.2099, 0.5936, -0.2545, -0.3403, 0.6622, -0.2943, -0.1965, 0.1327, -0.4039, -0.4348, -0.9078, 0.5230, -0.6301, -0.4764, 0.2435, -0.6731, 0.2791, -0.9042, -0.4368, -0.3139, -0.3537, 0.5866, -0.4635, -0.5542, 0.3517, 0.4123, -0.2536, 0.4726, 0.1322, -0.4685, 0.7428, 0.3629, 0.2427, 0.2786, 0.3311, 0.2848, 0.4449, 0.5654, -0.0491, -0.4567, 0.4821, 0.3826, 0.4434, 0.0509, 0.3750, 0.3380, 0.1193, 0.1655, 0.2433, 0.0958, -0.3596, 0.5369, -0.3237, 0.9807, -0.3876, -0.5506, -0.3576, 0.3262, 0.3091, -0.1170, 0.0000, -0.3335, -0.3099, -0.2191, 1.0764, -0.5954, -0.5283, -0.2943, 0.2267, 0.3621, 0.2171, 0.3297, -0.2972, -0.3401, -0.2594, 1.0904, -0.5516, -0.5091, -0.3106, 0.2723, 0.3145, 0.3203, 0.2846, 0.1907, -0.2728, -0.3642, 0.9263, -0.5736, -0.3098, -0.3260, -0.2372, 0.4232, 0.3510, 0.1690, -0.2297, -0.1161, -0.3486, 1.0520, -0.4724, -0.5516, -0.3169, 0.3237, 0.2215, 0.3576, 0.0720, -0.3352, -0.2805, -0.3004, 1.0997, -0.5119, -0.5394, -0.3099, 0.2966, 0.3085, 0.3434, 0.2447, -0.1155, -0.2794, -0.3308, 1.1068, -0.5279, -0.5270, -0.3212, 0.3047, 0.1012, 0.3394, 0.2585, 0.3228, -0.2636, -0.3518, 1.0950, -0.5345, -0.5364, -0.3496, 0.3228, -0.3498, 0.2541, 0.3848]
}